[1]
Computed, not measured: a single C6H9N molecule, with wB97M-V/def2-TZVPD.

The geometry in XYZ format:
```
16
C6H9N, DFT wB97M-V/def2-TZVPD
C -2.0302 -1.0749 2.5479
C -1.4513 -0.6397 1.2763
C -0.9538 -0.2916 0.2356
C -0.3025 0.1501 -1.0009
C 0.9920 0.8925 -0.6825
C 2.3130 0.2616 -0.4448
N 1.9401 0.9378 -1.8193
H -2.3937 -0.2208 3.1281
H -1.2823 -1.5985 3.1520
H -2.8715 -1.7566 2.3866
H -0.9922 0.7804 -1.5807
H -0.0667 -0.7301 -1.6170
H 0.8049 1.8769 -0.2450
H 2.2103 -0.8153 -0.6562
H 1.6613 0.4256 -2.6511
H 2.4226 1.8024 -2.0290
```

energy relative to the best compared isomer or geometry (same formula, charge and spin)	492.7	kJ/mol
total energy	-288.59439	a.u.

---

[2]
Computed, not measured: 9 unconnected molecules or ions with the total composition C28H37Cl8F3N2O2 at a distorted geometry, with wB97M-V/def2-TZVPD.

The geometry in XYZ format:
```
80
C28H37Cl8F3N2O2, DFT wB97M-V/def2-TZVPD
C -8.5224 1.4181 24.9401
C -8.5347 1.1007 23.4347
O -9.0147 1.9562 22.7573
N -7.9515 -0.0174 23.0062
C -7.9514 -0.3788 21.6316
H -9.5011 1.8345 25.1785
H -7.7700 2.1654 25.1918
H -8.3387 0.6066 25.6442
H -7.5171 -0.6537 23.6592
H -8.8044 -1.0509 21.5380
H -7.0215 -0.8656 21.3377
H -8.0389 0.4380 20.9153
C -5.0984 4.1158 18.1770
C -6.3166 4.3010 17.2408
O -7.3223 3.6081 17.5542
N -6.3300 5.0739 16.1456
C -5.2828 5.8470 15.4760
H -4.7274 3.0940 18.0981
H -5.4402 4.3960 19.1734
H -4.3289 4.8421 17.9154
H -7.2013 5.0410 15.6359
H -4.6505 5.1729 14.8980
H -4.6918 6.3860 16.2163
H -5.8077 6.5676 14.8489
C -13.9378 5.6553 19.8345
Cl -14.0817 7.3524 19.2215
Cl -15.1940 4.6141 19.1179
H -12.9104 5.3062 19.7307
H -14.0933 5.6935 20.9127
C -11.9284 2.1243 20.8605
Cl -11.2492 1.8988 19.2222
Cl -12.5437 0.6693 21.7394
H -11.1930 2.6922 21.4304
H -12.7879 2.7935 20.9002
C -8.3676 4.5698 20.6736
Cl -7.1229 5.8370 20.6740
Cl -9.9925 5.0944 20.3539
H -8.1168 3.7975 19.9465
H -8.3612 4.1618 21.6844
C -10.8136 5.6546 16.9706
Cl -12.2592 4.6744 16.5737
Cl -11.2154 7.3330 17.3807
H -10.3027 5.0998 17.7577
H -10.2014 5.7068 16.0703
F -9.7571 4.4817 26.8274
C -8.7747 4.8754 26.0713
C -9.0658 5.6116 24.9209
C -8.0218 6.0208 24.1129
C -6.6948 5.7798 24.4676
C -6.4260 5.0778 25.5996
C -7.5002 4.6037 26.4336
H -10.0960 5.8461 24.6972
H -8.2438 6.5166 23.1795
H -5.8972 6.1239 23.8259
H -5.4080 4.8217 25.8535
H -7.2818 3.9317 27.2504
F -8.6220 10.0990 21.3407
C -9.9181 9.8722 21.4789
C -10.5320 8.6553 21.2634
C -11.8343 8.5177 21.5943
C -12.6695 9.5655 22.0157
C -12.0415 10.7895 22.2081
C -10.6824 10.9210 21.9532
H -9.8704 7.9647 20.7617
H -12.0977 7.4760 21.4854
H -13.7143 9.4360 22.2565
H -12.5120 11.6435 22.6726
H -10.2286 11.8804 22.1532
F -3.2001 10.5244 24.5315
C -3.9089 10.0038 23.5209
C -4.7635 10.7683 22.6822
C -5.4492 10.2086 21.5987
C -5.3097 8.8409 21.4268
C -4.5233 8.0424 22.2459
C -3.8199 8.6706 23.2948
H -4.8564 11.8264 22.8781
H -6.0182 10.7779 20.8786
H -5.7171 8.3702 20.5443
H -4.2626 7.0374 21.9486
H -3.1810 8.1342 23.9807
```

energy relative to the best compared isomer or geometry (same formula, charge and spin)	89.1	kJ/mol
total energy	-5330.22280	a.u.
SMILES	Fc1ccccc1.Fc1ccccc1.Fc1ccccc1.CNC(C)=O.CNC(C)=O.ClCCl.ClCCl.ClCCl.ClCCl

---

Please write out number 2 again, unchanged.
Computed, not measured: 9 unconnected molecules or ions with the total composition C28H37Cl8F3N2O2 at a distorted geometry, with wB97M-V/def2-TZVPD.

The geometry in XYZ format:
```
80
C28H37Cl8F3N2O2, DFT wB97M-V/def2-TZVPD
C -8.5224 1.4181 24.9401
C -8.5347 1.1007 23.4347
O -9.0147 1.9562 22.7573
N -7.9515 -0.0174 23.0062
C -7.9514 -0.3788 21.6316
H -9.5011 1.8345 25.1785
H -7.7700 2.1654 25.1918
H -8.3387 0.6066 25.6442
H -7.5171 -0.6537 23.6592
H -8.8044 -1.0509 21.5380
H -7.0215 -0.8656 21.3377
H -8.0389 0.4380 20.9153
C -5.0984 4.1158 18.1770
C -6.3166 4.3010 17.2408
O -7.3223 3.6081 17.5542
N -6.3300 5.0739 16.1456
C -5.2828 5.8470 15.4760
H -4.7274 3.0940 18.0981
H -5.4402 4.3960 19.1734
H -4.3289 4.8421 17.9154
H -7.2013 5.0410 15.6359
H -4.6505 5.1729 14.8980
H -4.6918 6.3860 16.2163
H -5.8077 6.5676 14.8489
C -13.9378 5.6553 19.8345
Cl -14.0817 7.3524 19.2215
Cl -15.1940 4.6141 19.1179
H -12.9104 5.3062 19.7307
H -14.0933 5.6935 20.9127
C -11.9284 2.1243 20.8605
Cl -11.2492 1.8988 19.2222
Cl -12.5437 0.6693 21.7394
H -11.1930 2.6922 21.4304
H -12.7879 2.7935 20.9002
C -8.3676 4.5698 20.6736
Cl -7.1229 5.8370 20.6740
Cl -9.9925 5.0944 20.3539
H -8.1168 3.7975 19.9465
H -8.3612 4.1618 21.6844
C -10.8136 5.6546 16.9706
Cl -12.2592 4.6744 16.5737
Cl -11.2154 7.3330 17.3807
H -10.3027 5.0998 17.7577
H -10.2014 5.7068 16.0703
F -9.7571 4.4817 26.8274
C -8.7747 4.8754 26.0713
C -9.0658 5.6116 24.9209
C -8.0218 6.0208 24.1129
C -6.6948 5.7798 24.4676
C -6.4260 5.0778 25.5996
C -7.5002 4.6037 26.4336
H -10.0960 5.8461 24.6972
H -8.2438 6.5166 23.1795
H -5.8972 6.1239 23.8259
H -5.4080 4.8217 25.8535
H -7.2818 3.9317 27.2504
F -8.6220 10.0990 21.3407
C -9.9181 9.8722 21.4789
C -10.5320 8.6553 21.2634
C -11.8343 8.5177 21.5943
C -12.6695 9.5655 22.0157
C -12.0415 10.7895 22.2081
C -10.6824 10.9210 21.9532
H -9.8704 7.9647 20.7617
H -12.0977 7.4760 21.4854
H -13.7143 9.4360 22.2565
H -12.5120 11.6435 22.6726
H -10.2286 11.8804 22.1532
F -3.2001 10.5244 24.5315
C -3.9089 10.0038 23.5209
C -4.7635 10.7683 22.6822
C -5.4492 10.2086 21.5987
C -5.3097 8.8409 21.4268
C -4.5233 8.0424 22.2459
C -3.8199 8.6706 23.2948
H -4.8564 11.8264 22.8781
H -6.0182 10.7779 20.8786
H -5.7171 8.3702 20.5443
H -4.2626 7.0374 21.9486
H -3.1810 8.1342 23.9807
```

energy relative to the best compared isomer or geometry (same formula, charge and spin)	89.1	kJ/mol
total energy	-5330.22280	a.u.
SMILES	Fc1ccccc1.Fc1ccccc1.Fc1ccccc1.CNC(C)=O.CNC(C)=O.ClCCl.ClCCl.ClCCl.ClCCl

---

Look up the energy relative to the best compared isomer or geometry (same formula, charge and spin) of the first one.
492.7 kJ/mol

---

Look up the total energy of the second one.
-5330.22280 a.u.